1.
7
Properties=species:S:1:pos:R:3 method="wB97M-V/def2-TZVPD" e_above_lowest_ev=0.814 total_charge=0 orbital_gap_ev=8.4 spin_multiplicity=1 total_energy_ha=-1495.194738
F -1.48 0.54 0.31
C -0.37 0.19 -0.42
Cl -0.32 1.51 -1.57
Cl -0.90 -1.38 -1.23
C 0.78 -0.14 0.63
S 0.48 -0.79 2.05
H 1.81 0.07 0.23

2.
26
Properties=species:S:1:pos:R:3 method="wB97M-V/def2-TZVPD" e_above_lowest_ev=4.196 total_charge=+1 orbital_gap_ev=7.2 spin_multiplicity=1 total_energy_ha=-929.432822
C -1.87 0.41 -1.62
C -2.70 0.09 -0.46
S -3.71 1.13 0.28
N -2.43 -1.12 0.16
N -1.26 -1.68 0.37
N -0.23 -0.91 0.48
C 1.04 -1.36 0.36
C 1.31 -2.81 0.36
C 1.93 -0.34 0.23
C 1.50 0.99 0.21
C 2.32 2.16 -0.36
C 0.24 1.11 0.64
N -0.65 1.65 1.37
H -1.70 1.51 -1.64
H -0.99 -0.26 -1.46
H -2.47 0.23 -2.58
H -3.21 -1.43 0.81
H 0.60 -3.23 1.02
H 1.23 -3.20 -0.58
H 2.35 -3.03 0.76
H 2.95 -0.62 -0.01
H 3.33 1.83 -0.31
H 2.11 2.23 -1.42
H 2.21 3.13 0.05
H -1.61 1.69 1.10
H -0.28 1.86 2.26

3.
10
Properties=species:S:1:pos:R:3 method="wB97M-V/def2-TZVPD" e_above_lowest_ev=0.708 total_charge=0 orbital_gap_ev=10.7 spin_multiplicity=1 total_energy_ha=-230.254591
C -0.03 -0.98 0.00
C 1.00 -2.05 0.30
O 1.06 -3.03 -0.44
H -0.24 -1.08 -1.07
H 0.27 0.06 0.20
H -0.95 -1.19 0.57
H 1.57 -1.90 1.25
O -0.50 3.39 -0.34
H -1.14 4.13 -0.45
H -1.04 2.63 -0.03

4.
13
Properties=species:S:1:pos:R:3 method="wB97M-V/def2-TZVPD" e_above_lowest_ev=1.703 total_charge=0 orbital_gap_ev=9.0 spin_multiplicity=1 total_energy_ha=-771.911170
H 2.08 2.64 -0.05
N 1.17 2.21 0.02
C 1.27 0.92 0.02
N 2.11 -0.04 0.36
N 2.83 -0.84 -0.28
H 3.35 -1.59 0.16
C -0.24 0.15 0.06
N -0.52 -1.09 0.06
C -1.83 -1.29 -0.04
C -2.62 -0.19 -0.02
S -1.58 1.22 0.03
H -2.32 -2.18 -0.14
H -3.69 0.07 -0.19

5.
76
Properties=species:S:1:pos:R:3 method="wB97M-V/def2-TZVPD" e_above_lowest_ev=0.626 s2=1.078 total_charge=-1 orbital_gap_ev="5.7 / 5.9" spin_multiplicity=2 total_energy_ha=-10720.174583
Cr -0.72 0.50 0.29
S -1.29 -1.35 1.63
C -2.87 -1.86 1.04
C -3.45 -3.02 1.58
C -4.71 -3.45 1.19
C -5.43 -2.72 0.24
C -4.85 -1.59 -0.32
C -3.58 -1.14 0.07
S -2.91 0.28 -0.70
H -2.88 -3.58 2.31
H -5.14 -4.34 1.62
H -6.42 -3.03 -0.06
H -5.39 -1.02 -1.08
C -0.29 5.05 -0.87
C -0.61 3.72 -0.23
S -0.01 2.32 -1.06
C -1.34 3.62 0.91
C -1.89 4.83 1.65
S -1.71 2.10 1.65
H 0.37 4.91 -1.72
H 0.20 5.73 -0.17
H -1.20 5.55 -1.23
H -1.72 5.76 1.10
H -1.42 4.91 2.63
H -2.96 4.71 1.81
C 4.24 -2.91 -1.18
As 2.91 -1.48 -0.91
C 2.75 -1.02 -2.82
C 4.18 0.01 -0.61
C 4.49 0.36 0.85
C 5.75 1.25 0.83
C 3.37 1.20 1.49
As 1.41 0.80 1.68
C 1.51 -0.51 3.13
C 1.28 2.39 2.82
C 4.76 -0.95 1.62
As 5.52 -1.09 3.44
C 5.19 0.61 4.36
C 7.41 -0.73 3.02
H 5.16 -2.54 -1.65
H 3.80 -3.67 -1.83
H 4.49 -3.39 -0.23
H 3.72 -0.68 -3.20
H 2.02 -0.21 -2.92
H 2.43 -1.87 -3.42
H 3.74 0.88 -1.10
H 5.10 -0.24 -1.14
H 5.59 2.10 0.15
H 6.61 0.69 0.47
H 5.98 1.66 1.81
H 3.35 2.17 0.98
H 3.65 1.40 2.52
H 2.39 -0.37 3.75
H 1.50 -1.52 2.73
H 0.61 -0.40 3.73
H 2.14 2.45 3.49
H 0.36 2.34 3.40
H 1.24 3.27 2.19
H 5.44 -1.56 1.03
H 3.82 -1.50 1.68
H 4.14 0.69 4.66
H 5.46 1.49 3.77
H 5.80 0.60 5.27
H 7.74 -1.40 2.22
H 8.01 -0.94 3.91
H 7.58 0.30 2.72
C -0.45 -2.67 -3.19
S -1.33 -1.39 -2.22
C -1.35 -0.19 -3.56
O -0.20 -0.95 -1.30
H -0.95 -2.78 -4.15
H -0.52 -3.60 -2.62
H 0.60 -2.39 -3.32
H -2.24 -0.34 -4.17
H -0.43 -0.29 -4.14
H -1.39 0.79 -3.08

6.
41
Properties=species:S:1:pos:R:3 method="wB97M-V/def2-TZVPD" total_charge=0 orbital_gap_ev=9.8 spin_multiplicity=1 total_energy_ha=-1943.633473
C 5.51 -0.02 0.06
C 4.01 -0.06 0.37
C 3.45 -1.39 -0.14
C 3.34 1.22 -0.18
C 3.33 1.29 -1.71
C 1.96 1.54 0.41
O 1.37 0.36 0.96
O 0.03 0.77 1.35
P -1.00 -0.47 1.29
O -2.17 -0.24 2.12
O -0.15 -1.75 1.57
O -1.42 -0.56 -0.27
P -0.47 -0.68 -1.58
S 0.69 -2.19 -1.75
H 6.04 -0.77 0.65
H 5.94 0.96 0.29
H 5.70 -0.24 -0.99
H 3.90 -0.03 1.46
H 4.11 -2.20 0.17
H 3.36 -1.43 -1.22
H 2.47 -1.62 0.28
H 3.98 2.03 0.17
H 3.00 0.36 -2.17
H 2.65 2.08 -2.05
H 4.32 1.53 -2.10
H 2.04 2.28 1.21
H 1.28 1.93 -0.34
H 0.75 -1.73 1.21
H 0.16 0.56 -1.60
H -1.46 -0.58 -2.55
C -5.05 -0.67 0.27
C -5.05 0.57 0.89
C -6.26 1.21 1.08
N -7.44 0.70 0.70
C -7.42 -0.49 0.11
C -6.26 -1.21 -0.13
H -4.12 -1.20 0.12
H -4.12 1.02 1.23
H -6.30 2.18 1.57
H -8.39 -0.88 -0.19
H -6.31 -2.18 -0.61

7.
101
Properties=species:S:1:pos:R:3 method="wB97M-V/def2-TZVPD" e_above_lowest_ev=0.000 s2=0.771 total_charge=+1 orbital_gap_ev="8.3 / 8.4" spin_multiplicity=2 total_energy_ha=-4065.613600
Co -0.87 1.29 0.75
N -2.68 0.49 0.11
C -3.49 -0.08 1.20
C -3.27 0.72 2.47
N -1.83 0.87 2.75
C -1.21 -0.33 3.34
C -0.59 -1.28 2.31
N -0.06 -0.61 1.10
H -2.51 -0.19 -0.63
H -3.16 1.27 -0.32
H -4.55 -0.10 0.95
H -3.18 -1.12 1.35
H -3.69 1.72 2.35
H -3.79 0.24 3.30
H -1.69 1.66 3.36
H -0.43 0.02 4.02
H -1.93 -0.89 3.94
H 0.18 -1.86 2.82
H -1.33 -2.02 1.99
H 0.95 -0.67 1.08
H -0.31 -1.22 0.30
C 4.28 3.41 0.78
C 3.72 2.60 1.93
C 4.59 2.29 2.97
C 4.20 1.56 4.08
C 2.89 1.11 4.17
C 2.01 1.39 3.13
C 2.40 2.13 2.01
P 1.06 2.43 0.81
C 1.94 2.23 -0.80
C 2.71 1.06 -0.86
C 3.40 0.69 -2.00
C 3.32 1.49 -3.13
C 2.54 2.64 -3.09
C 1.84 3.03 -1.94
C 1.02 4.29 -2.04
C 0.53 4.13 1.13
C 1.32 5.18 1.59
C 0.74 6.40 1.90
C -0.64 6.55 1.77
C -1.42 5.50 1.33
C -0.85 4.27 1.00
C -1.66 3.10 0.49
H 5.00 4.13 1.16
H 3.51 3.96 0.24
H 4.79 2.77 0.06
H 5.61 2.66 2.92
H 4.90 1.35 4.87
H 2.56 0.54 5.02
H 0.99 1.05 3.18
H 2.81 0.44 0.03
H 4.00 -0.21 -2.00
H 3.86 1.23 -4.03
H 2.48 3.27 -3.97
H 1.46 4.97 -2.77
H 0.93 4.82 -1.09
H 0.00 4.07 -2.37
H 2.39 5.05 1.73
H 1.35 7.22 2.26
H -1.10 7.50 2.02
H -2.49 5.63 1.24
H -1.82 3.24 -0.59
H -2.66 3.16 0.94
O -0.73 1.13 -1.83
N -0.65 -0.22 -2.14
C 0.30 -0.57 -2.90
C 0.44 -1.98 -3.30
C 1.17 -2.22 -4.47
C 1.25 -3.50 -5.00
C 0.61 -4.55 -4.36
C -0.07 -4.32 -3.18
C -0.15 -3.05 -2.61
P -0.87 -2.85 -0.93
C -2.67 -2.98 -1.19
C -3.49 -3.45 -0.16
C -4.87 -3.47 -0.32
C -5.45 -2.99 -1.49
C -4.64 -2.51 -2.51
C -3.26 -2.51 -2.36
C -0.38 -4.41 -0.11
C -1.10 -5.60 -0.14
C -0.61 -6.74 0.50
C 0.60 -6.69 1.17
C 1.33 -5.52 1.20
C 0.84 -4.38 0.56
H 0.04 1.60 -2.19
H 1.00 0.15 -3.33
H 1.64 -1.39 -4.98
H 1.81 -3.67 -5.91
H 0.65 -5.55 -4.78
H -0.52 -5.17 -2.67
H -3.05 -3.82 0.76
H -5.49 -3.85 0.48
H -6.52 -3.01 -1.61
H -5.08 -2.15 -3.42
H -2.63 -2.14 -3.17
H -2.05 -5.65 -0.66
H -1.19 -7.66 0.47
H 0.98 -7.58 1.66
H 2.28 -5.48 1.71
H 1.42 -3.47 0.59

8.
50
Properties=species:S:1:pos:R:3 method="wB97M-V/def2-TZVPD" total_charge=-1 orbital_gap_ev=6.8 spin_multiplicity=1 total_energy_ha=-6155.622925
C 1.15 -0.62 -1.81
C 0.31 0.64 -1.96
C 1.26 1.81 -2.30
C -0.79 0.45 -3.04
Ga -2.58 -0.04 -2.15
O -3.15 1.59 -1.37
H 1.76 -0.76 -2.70
H 1.81 -0.53 -0.94
H 0.50 -1.49 -1.69
H -0.17 0.85 -1.00
H 1.53 1.75 -3.35
H 2.16 1.75 -1.69
H 0.79 2.77 -2.10
H -0.47 -0.34 -3.73
H -0.89 1.39 -3.59
H -3.72 -0.56 -3.17
H -2.22 -1.10 -1.00
H -2.89 2.26 -2.03
Cl -0.51 -3.42 -3.00
C -0.81 -4.17 -1.42
C 0.13 -5.31 -1.13
Cl -0.15 -6.73 -2.18
H -1.85 -4.49 -1.40
H -0.68 -3.39 -0.67
H -0.02 -5.64 -0.10
H 1.16 -5.01 -1.26
Cl -0.94 3.70 -0.48
C -2.55 4.03 0.21
C -2.49 4.98 1.37
Cl -1.69 4.26 2.80
H -2.98 3.07 0.46
H -3.15 4.47 -0.59
H -3.50 5.24 1.68
H -1.95 5.89 1.13
Cl -2.25 -0.52 1.03
C -2.03 0.09 2.71
C -0.60 0.50 2.93
Cl 0.50 -0.93 2.95
H -2.35 -0.66 3.42
H -2.66 0.98 2.82
H -0.47 1.00 3.89
H -0.26 1.16 2.13
Cl 5.04 0.18 1.16
C 4.23 -0.57 2.57
C 5.10 -1.59 3.24
Cl 5.36 -3.05 2.24
H 3.30 -1.00 2.22
H 4.01 0.23 3.27
H 4.62 -1.92 4.16
H 6.08 -1.19 3.48

9.
15
Properties=species:S:1:pos:R:3 method="wB97M-V/def2-TZVPD" e_above_lowest_ev=0.630 total_charge=+1 orbital_gap_ev=12.1 spin_multiplicity=1 total_energy_ha=-250.030647
C -0.15 1.12 -1.28
N -0.97 0.16 -0.49
C -0.19 -1.06 -0.05
C 0.85 -0.67 1.02
O 0.53 0.61 1.51
H 0.12 0.69 -2.23
H -0.47 2.15 -1.24
H 0.82 1.17 -0.79
H -1.74 -0.23 -1.00
H -1.28 0.67 0.34
H 0.25 -1.45 -0.96
H -0.93 -1.76 0.33
H 0.84 -1.44 1.78
H 1.82 -0.64 0.58
H 0.51 0.68 2.47

10.
27
Properties=species:S:1:pos:R:3 method="wB97M-V/def2-TZVPD" e_above_lowest_ev=0.000 total_charge=0 orbital_gap_ev=9.1 spin_multiplicity=1 total_energy_ha=-515.444525
H 1.00 1.11 -3.63
N 0.41 0.30 -3.46
C 0.60 -0.17 -2.30
N -0.15 -1.20 -1.82
C 0.21 -2.01 -0.69
C -0.74 -1.84 0.51
C -0.82 -0.39 0.97
C 0.26 -0.04 2.00
N -2.17 -0.08 1.46
H 1.29 0.25 -1.58
H -0.76 -1.57 -2.53
H 0.25 -3.05 -0.99
H 1.23 -1.80 -0.37
H -0.44 -2.53 1.30
H -1.75 -2.09 0.18
H -0.64 0.32 0.18
H 0.23 1.03 2.24
H 1.25 -0.29 1.61
H 0.15 -0.61 2.93
H -2.25 0.93 1.58
H -2.29 -0.51 2.38
O -0.82 2.86 0.45
H -1.32 3.19 -0.31
H -0.21 2.28 -0.02
O 2.17 1.90 -0.21
H 2.46 2.74 0.19
H 2.86 1.24 -0.06

11.
32
Properties=species:S:1:pos:R:3 method="wB97M-V/def2-TZVPD" e_above_lowest_ev=1.800 total_charge=+1 orbital_gap_ev=5.7 spin_multiplicity=1 total_energy_ha=-1715.916044
N -2.68 -3.02 2.49
C -2.71 -3.39 1.41
O -2.62 -3.76 0.07
N -2.10 -2.64 -0.56
C -2.99 -1.64 -0.89
C -2.46 -0.41 -1.51
C -1.01 -0.32 -1.77
C -0.47 0.99 -2.49
F 0.88 1.03 -2.24
F -0.67 0.81 -3.84
F -1.11 2.09 -2.02
C -0.10 -1.42 -1.37
C -0.72 -2.60 -0.75
P 0.49 -4.01 -0.26
O 0.17 -4.49 1.32
I -0.01 -5.98 -1.66
H -4.08 -1.80 -0.67
H -3.22 0.37 -1.78
H 1.01 -1.37 -1.56
H 0.57 -3.83 1.92
C 2.82 3.11 2.63
C 2.79 2.20 1.43
O 3.59 1.29 1.28
N 1.82 2.41 0.49
C 0.78 3.42 0.49
H 3.64 2.82 3.28
H 2.98 4.15 2.31
H 1.89 3.03 3.19
H 1.86 1.76 -0.28
H -0.19 2.92 0.46
H 0.89 4.03 -0.41
H 0.83 4.06 1.36

12.
66
Properties=species:S:1:pos:R:3 method="wB97M-V/def2-TZVPD" e_above_lowest_ev=1.887 total_charge=0 orbital_gap_ev=7.9 spin_multiplicity=1 total_energy_ha=-1777.827043
C -1.00 -1.91 -2.67
C -1.67 -1.42 -1.39
C -2.99 -0.70 -1.70
N -3.69 -0.32 -0.48
C -4.33 0.98 -0.57
C -5.50 1.11 -1.58
C -6.87 1.12 -0.92
C -4.53 -1.40 0.02
C -4.91 -1.27 1.49
C -3.73 -1.48 2.44
N -2.66 -0.55 2.19
C -1.40 -0.96 1.97
O -1.03 -2.11 2.12
C -0.46 0.09 1.55
C 0.87 -0.11 1.30
C 1.53 1.07 0.87
C 2.77 1.63 0.47
C 4.07 1.00 0.31
C 5.20 1.77 0.11
C 6.44 1.17 -0.04
C 6.57 -0.21 0.00
O 7.73 -0.90 -0.15
C 8.92 -0.17 -0.36
C 5.41 -1.00 0.19
O 5.62 -2.35 0.21
C 4.52 -3.19 0.42
C 4.19 -0.39 0.35
N 2.61 2.93 0.23
N 1.32 3.24 0.45
C 0.84 4.58 0.27
C 0.64 2.15 0.83
S -0.97 1.76 1.28
H -0.06 -2.40 -2.44
H -0.79 -1.07 -3.34
H -1.64 -2.61 -3.20
H -1.84 -2.26 -0.73
H -1.01 -0.73 -0.87
H -2.76 0.20 -2.27
H -3.61 -1.35 -2.33
H -4.70 1.25 0.42
H -3.55 1.69 -0.83
H -5.44 0.28 -2.30
H -5.38 2.03 -2.15
H -6.95 1.96 -0.23
H -7.65 1.22 -1.67
H -7.05 0.20 -0.36
H -3.96 -2.33 -0.10
H -5.45 -1.50 -0.58
H -5.36 -0.29 1.68
H -5.67 -2.02 1.72
H -4.08 -1.37 3.48
H -3.31 -2.48 2.32
H -2.93 0.39 1.92
H 1.31 -1.08 1.43
H 5.11 2.84 0.08
H 7.31 1.79 -0.19
H 9.14 0.49 0.48
H 8.87 0.42 -1.28
H 9.71 -0.91 -0.45
H 4.92 -4.21 0.41
H 4.04 -3.01 1.39
H 3.77 -3.09 -0.38
H 3.30 -0.99 0.48
H 0.44 4.97 1.21
H 0.05 4.61 -0.49
H 1.68 5.19 -0.05